1.
Here is a cluster of 2 separate species, C11H10FN2O in total in a non-equilibrium geometry from OMol25. Energies are from ωB97M-V/def2-TZVPD.

CARTESIAN COORDINATES (ANGSTROEM)
C1 -3.132 1.754 -0.629
C2 -2.766 1.830 0.737
C3 -2.888 0.642 -1.370
C4 -2.355 0.641 1.369
C5 -2.258 -0.490 -0.768
C6 1.923 -1.594 -0.795
C7 -1.985 -0.505 0.603
C8 1.158 -0.875 0.116
C9 3.176 0.101 -0.058
C10 4.387 0.872 0.056
C11 -1.540 -1.694 1.205
N1 3.159 -1.005 -0.853
N2 2.013 0.124 0.546
O1 4.623 1.698 0.906
F1 -1.197 -2.665 0.385
H1 -3.594 2.620 -1.074
H2 -2.943 2.695 1.303
H3 -2.966 0.508 -2.469
H4 -2.161 0.554 2.402
H5 -1.785 -1.237 -1.427
H6 1.709 -2.494 -1.345
H7 5.146 0.650 -0.694
H8 -1.369 -1.829 2.336
H9 3.852 -1.053 -1.693
H10 1.793 0.750 1.210

Properties
HOMO (spin up / spin down): -11.760 / -11.757 eV
Orbital gap (spin up / spin down): 5.90 / 5.90 eV
Energy above the lowest of the compared OMol25 structures with the same formula, charge and spin: 22.9 kcal/mol
Charge: +1

2.
Here is a structure of composition C16H24NO5SiTc from OMol25. Energies are from ωB97M-V/def2-TZVPD.

CARTESIAN COORDINATES (ANGSTROEM)
Tc1 0.484 1.481 0.634
O1 2.788 -2.177 -3.615
C1 2.304 -1.413 -2.640
C2 2.662 -1.577 -1.290
C3 2.096 -0.725 -0.372
N1 1.240 0.207 -0.754
C4 0.882 0.387 -2.022
C5 1.396 -0.408 -3.017
C6 -0.120 1.520 -2.167
O2 -0.551 1.920 -3.201
O3 -0.450 2.047 -0.949
C7 2.339 -0.685 1.119
O4 3.079 -1.393 1.709
O5 1.579 0.282 1.713
H1 3.407 -2.840 -3.281
H2 3.363 -2.331 -0.955
H3 1.109 -0.263 -4.049
C8 -1.098 -0.691 2.817
Si1 -1.634 0.548 1.540
C9 -2.939 -0.125 0.372
C10 -3.962 -0.905 1.217
C11 -2.248 -1.122 -0.581
C12 -3.680 0.934 -0.450
C13 -1.789 2.276 2.329
C14 -2.734 2.070 3.537
C15 -0.397 2.658 2.867
C16 -2.331 3.430 1.483
H4 -1.908 -0.876 3.525
H5 -0.217 -0.374 3.372
H6 -0.858 -1.641 2.336
H7 -3.511 -1.721 1.782
H8 -4.702 -1.344 0.543
H9 -4.504 -0.263 1.916
H10 -1.715 -1.914 -0.047
H11 -1.547 -0.633 -1.257
H12 -3.004 -1.606 -1.205
H13 -4.292 1.581 0.178
H14 -4.359 0.427 -1.140
H15 -3.011 1.559 -1.041
H16 -2.392 1.295 4.221
H17 -3.749 1.824 3.217
H18 -2.788 3.007 4.100
H19 0.070 1.899 3.494
H20 -0.461 3.580 3.452
H21 0.334 2.979 2.076
H22 -3.339 3.243 1.124
H23 -1.715 3.655 0.612
H24 -2.371 4.329 2.105

Properties
HOMO (spin up / spin down): -12.645 / -12.510 eV
Orbital gap (spin up / spin down): 7.47 / 7.67 eV
Energy above the lowest of the compared OMol25 structures with the same formula, charge and spin: 4.7 kcal/mol
Spin multiplicity: 2
Charge: +1

3.
Here is the molecule C7H10N4O3 in a non-equilibrium geometry from OMol25. Energies are from ωB97M-V/def2-TZVPD.

CARTESIAN COORDINATES (ANGSTROEM)
O1 4.189 -1.530 -1.654
C1 3.038 -1.455 -1.260
O2 2.049 -2.283 -1.724
C2 2.692 -0.174 -0.451
N1 1.247 -0.083 -0.200
C3 0.498 1.036 -0.576
C4 -0.557 1.005 0.232
N2 -1.547 1.852 -0.087
C5 -2.786 1.520 0.449
N3 -2.857 0.060 0.546
C6 -1.864 -0.621 1.256
O3 -2.207 -1.744 1.440
C7 -0.421 -0.070 1.275
N4 0.825 -0.820 0.908
H1 2.433 -2.970 -2.269
H2 2.955 0.785 -0.945
H3 3.274 -0.256 0.411
H4 0.689 1.692 -1.371
H5 -1.591 2.216 -1.101
H6 -2.861 1.877 1.525
H7 -3.753 1.776 -0.176
H8 -3.793 -0.348 0.722
H9 -0.331 0.330 2.323
H10 0.678 -1.796 0.728

Properties
SMILES string: O=C(O)CN1C=C2NCNC(=O)[C@H]2N1
HOMO: -6.521 eV
Orbital gap: 7.12 eV
Energy above the lowest of the compared OMol25 structures with the same formula, charge and spin: 91.5 kcal/mol
Charge: 0

4.
Here is the molecule C32H44N2O6 in a non-equilibrium geometry from OMol25. Energies are from ωB97M-V/def2-TZVPD.

CARTESIAN COORDINATES (ANGSTROEM)
C1 -3.393 -3.046 4.865
C2 -2.361 -2.085 4.269
C3 -2.757 -1.736 2.848
C4 -1.700 -1.215 1.888
C5 -1.262 0.233 1.527
C6 -0.023 0.835 2.209
O1 0.163 2.026 2.366
O2 0.907 -0.114 2.279
C7 2.132 0.329 2.852
C8 3.216 -0.510 2.273
C9 -2.411 1.077 2.322
O3 -2.160 1.560 3.401
O4 -3.684 1.030 1.862
C10 -4.630 1.763 2.735
C11 -5.982 1.567 2.108
C12 -0.912 0.247 0.047
C13 -0.144 1.475 -0.385
C14 1.253 1.475 -0.505
C15 1.941 2.674 -0.774
C16 1.220 3.834 -1.107
N1 1.863 5.056 -1.357
C17 3.254 5.203 -0.912
C18 3.602 6.683 -0.947
O5 3.426 7.239 -2.255
C19 2.075 7.108 -2.710
C20 1.546 5.681 -2.649
C21 -0.192 3.769 -1.162
C22 -0.861 2.605 -0.770
C23 -0.398 -1.036 -0.788
C24 -0.790 -2.347 -0.533
C25 -0.179 -3.465 -1.127
C26 0.657 -3.346 -2.249
N2 1.247 -4.480 -2.831
C27 1.325 -5.671 -1.968
C28 2.210 -6.713 -2.634
O6 1.730 -7.072 -3.931
C29 1.725 -5.930 -4.791
C30 0.949 -4.723 -4.256
C31 0.821 -2.033 -2.728
C32 0.361 -0.901 -2.008
H1 -3.105 -3.359 5.870
H2 -4.374 -2.565 4.918
H3 -3.505 -3.952 4.258
H4 -2.314 -1.156 4.846
H5 -1.366 -2.544 4.294
H6 -3.118 -2.675 2.385
H7 -3.637 -1.077 2.832
H8 -0.771 -1.776 1.955
H9 -2.236 -1.511 0.969
H10 2.257 1.379 2.600
H11 2.045 0.225 3.930
H12 4.145 -0.337 2.804
H13 2.985 -1.573 2.331
H14 3.403 -0.261 1.228
H15 -4.575 1.379 3.764
H16 -4.308 2.807 2.729
H17 -6.701 2.203 2.623
H18 -5.965 1.832 1.048
H19 -6.319 0.531 2.205
H20 -1.979 0.383 -0.099
H21 1.844 0.566 -0.424
H22 3.021 2.698 -0.712
H23 3.340 4.835 0.119
H24 3.950 4.649 -1.573
H25 2.982 7.207 -0.189
H26 4.673 6.817 -0.748
H27 1.395 7.761 -2.128
H28 2.120 7.426 -3.760
H29 2.011 5.100 -3.477
H30 0.453 5.679 -2.773
H31 -0.751 4.666 -1.399
H32 -1.952 2.589 -0.762
H33 -1.631 -2.616 0.110
H34 -0.371 -4.435 -0.715
H35 0.321 -6.122 -1.812
H36 1.764 -5.373 -0.998
H37 3.250 -6.331 -2.650
H38 2.145 -7.646 -2.068
H39 1.221 -6.289 -5.693
H40 2.753 -5.596 -5.028
H41 -0.138 -4.935 -4.386
H42 1.226 -3.811 -4.817
H43 1.424 -1.893 -3.616
H44 0.605 0.058 -2.461

Properties
SMILES string: CCCCC(C(=O)OCC)(C(=O)OCC)C(c1ccc(N2CCOCC2)cc1)c1ccc(N2CCOCC2)cc1
HOMO: -7.720 eV
Orbital gap: 8.39 eV
Charge: 0

Sequential energy output: -19303.2682 -38779.4879 -19520.2191 -49159.8958 eV